a:
C3H2NO3S | wB97M-V/def2-TZVPD

Structure (XYZ):
```
10
C3H2NO3S, DFT wB97M-V/def2-TZVPD
C 0.09 1.67 0.58
C -1.63 -0.24 -0.11
C -0.33 0.71 -0.40
N 0.81 0.34 0.39
O -2.60 0.12 -0.69
O -1.44 -0.99 0.78
O 2.35 -1.63 0.18
S 2.55 -0.24 -0.31
H -0.23 0.72 -1.42
H 0.43 -0.47 1.00
```

Values from the calculation:
Charge: -1
LUMO level (alpha / beta) (eV): 2.55 / 2.55
HOMO energy (alpha / beta) (eV): -3.472 / -3.473
Frontier orbital gap (alpha / beta) (eV): 6.0 / 6.0

Results of the Mulliken charge analysis, in e, for atoms 1 through 6:
1. C -0.32
2. C 0.58
3. C -0.03
4. N -0.11
5. O -0.62
6. O -0.63

b:
C3H2NO3S | wB97M-V/def2-TZVPD

Structure (XYZ):
```
10
C3H2NO3S, DFT wB97M-V/def2-TZVPD
C 1.30 -1.25 -0.35
C 0.23 -1.27 -1.19
C 0.10 0.45 0.11
N 1.20 -0.16 0.47
O -1.30 3.09 0.62
O -2.08 1.20 1.98
O -0.54 -0.19 -0.90
S -0.93 1.99 1.52
H 2.11 -1.95 -0.28
H -0.09 -1.92 -1.98
```

Values from the calculation:
Charge: -1
LUMO level (eV): 3.97
HOMO energy (eV): -4.106
Frontier orbital gap (eV): 8.1

Results of the Mulliken charge analysis, in e, for atoms 1 through 6:
1. C -0.30
2. C -0.18
3. C 0.13
4. N -0.55
5. O -0.54
6. O -0.54

The most stable arrangement is b, and the next structure is 377.3 kJ/mol less stable.

a:
C2H4OS3 | wB97M-V/def2-TZVPD

Structure (XYZ):
```
10
C2H4OS3, DFT wB97M-V/def2-TZVPD
O -1.16 1.13 -0.39
C -1.87 0.06 -0.37
S -1.25 -1.43 -0.47
S -3.69 0.33 -0.12
H -0.21 1.10 -0.19
H -3.64 1.63 -0.27
C 2.02 -0.85 0.03
S 1.77 0.44 -0.86
H 2.71 -1.72 -0.37
H 1.51 -1.06 0.98
```

Values from the calculation:
SMILES: OC(=S)S.C=S
LUMO level (eV): -0.78
HOMO energy (eV): -8.802
Frontier orbital gap (eV): 8.0

Results of the Mulliken charge analysis, in e, for atoms 1 through 6:
1. O -0.34
2. C 0.47
3. S -0.35
4. S -0.17
5. H 0.20
6. H 0.13

b:
C2H4OS3 | wB97M-V/def2-TZVPD

Structure (XYZ):
```
10
C2H4OS3, DFT wB97M-V/def2-TZVPD
C -0.04 -0.55 -0.58
C 0.09 1.49 -0.91
O -0.74 0.12 1.92
S 0.10 -1.64 -1.70
S 1.58 -1.64 1.77
S -0.09 -0.97 1.19
H 0.96 1.79 -1.59
H 0.03 2.03 0.10
H -0.95 1.36 -1.22
H -0.93 -2.00 1.02
```

Values from the calculation:
LUMO level (eV): -1.34
HOMO energy (eV): -9.106
Frontier orbital gap (eV): 7.8

Results of the Mulliken charge analysis, in e, for atoms 1 through 6:
1. C 0.05
2. C -0.75
3. O -0.57
4. S -0.11
5. S -0.27
6. S 0.57

The most stable arrangement is a, and the next structure is 266.6 kJ/mol less stable.